## a
Formula: CH5BS
Source: the OMol25 dataset
Level of theory: ωB97M-V with the def2-TZVPD basis set

Each atom is followed by the atoms it is bonded to, with distances in Å.
Element x y z (Å)
1 B -0.6194 0.8083 0.2966  C2 1.632, S3 2.345, H4 1.221, H5 1.156
2 C -0.0436 -0.7171 0.2300  B1 1.632, S3 1.813, H6 1.116, H7 1.127
3 S 1.5889 0.0549 0.0666  B1 2.345, C2 1.813, H8 1.305
4 H -1.1922 1.4476 -0.5713  B1 1.221
5 H -0.3972 1.1643 1.3741  B1 1.156
6 H -0.4397 -1.5196 -0.4363  C2 1.116
7 H 0.0605 -1.1192 1.2771  C2 1.127
8 H 1.5883 0.3778 -1.1977  S3 1.305

Properties
Orbital gap = 10.22 eV
Net charge = 0

## b
Formula: CH5BS
Source: the OMol25 dataset
Level of theory: ωB97M-V with the def2-TZVPD basis set

Each atom is followed by the atoms it is bonded to, with distances in Å.
Element x y z (Å)
1 B -0.1486 0.3699 0.1574  C2 1.674, S3 1.871, H4 1.220
2 C 0.1777 -1.1624 -0.4327  B1 1.674, H5 1.009, H6 1.106, H7 1.050
3 S -0.7771 1.3974 1.5891  B1 1.871, H8 1.347
4 H 0.1134 1.0667 -0.8096  B1 1.220
5 H -0.0256 -1.9708 0.1354  C2 1.009
6 H -0.1345 -1.2144 -1.4924  C2 1.106
7 H 1.2276 -1.1570 -0.4646  C2 1.050
8 H -0.4329 2.6706 1.3174  S3 1.347

Properties
Orbital gap = 10.50 eV
Net charge = 0

Q: Which of them is the least stable? A: a.

## a
Formula: C6H16N2
Source: the OMol25 dataset
Level of theory: ωB97M-V with the def2-TZVPD basis set

Each atom is followed by the atoms it is bonded to, with distances in Å.
Element x y z (Å)
1 C -1.9479 -0.7897 -0.1417  N2 1.513, C8 1.482, H9 1.102, H10 1.096
2 N -2.5583 0.2196 -1.0887  C1 1.513, H18 0.944
3 C 1.0241 0.3124 -1.3120  C4 1.578, C7 1.553, H11 1.038, H12 1.091
4 C 2.3920 0.2237 -0.5311  C3 1.578, C5 1.602, H13 1.129, H14 1.089
5 C 2.1515 -0.2799 0.9707  C4 1.602, N6 1.447, H15 1.203, H16 1.153
6 N 1.3637 -1.4929 0.9427  C5 1.447, H17 0.941
7 C 0.0559 1.3052 -0.6122  C3 1.553, H19 1.094, H20 1.027, H21 1.140
8 C -2.2379 -0.3060 1.2292  C1 1.482, H22 1.063, H23 1.073, H24 1.061
9 H -2.3679 -1.7324 -0.5290  C1 1.102
10 H -0.8995 -0.9822 -0.3950  C1 1.096
11 H 0.5939 -0.6228 -1.1823  C3 1.038
12 H 1.2550 0.3610 -2.3771  C3 1.091
13 H 3.1804 -0.5163 -0.8543  C4 1.129
14 H 2.9222 1.1741 -0.5042  C4 1.089
15 H 3.2591 -0.4299 1.4154  C5 1.203
16 H 1.6241 0.5217 1.6094  C5 1.153
17 H 1.1816 -1.7994 1.8137  N6 0.941
18 H -3.2334 0.3003 -1.7430  N2 0.944
19 H -0.8686 1.5641 -1.1360  C7 1.094
20 H -0.3553 0.9908 0.2748  C7 1.027
21 H 0.4689 2.3575 -0.4656  C7 1.140
22 H -2.1365 0.7448 1.1031  C8 1.063
23 H -3.2602 -0.4882 1.4976  C8 1.073
24 H -1.6069 -0.6356 2.0156  C8 1.061

Properties
Orbital gap = 3.51 eV
Net charge = 0

## b
Formula: C6H16N2
Source: the OMol25 dataset
Level of theory: ωB97M-V with the def2-TZVPD basis set

Each atom is followed by the atoms it is bonded to, with distances in Å.
Element x y z (Å)
1 C 0.0005 -1.6123 2.5079  C2 1.515, H9 1.098, H10 1.085, H11 1.092
2 C 0.9930 -0.7687 1.7334  C1 1.515, C3 1.515, N8 1.499, H12 1.086
3 C 0.4471 0.3828 0.9134  C2 1.515, C4 1.526, H13 1.089, H14 1.102
4 C -0.5868 0.0913 -0.1710  C3 1.526, C5 1.536, H15 1.095, H16 1.090
5 C -0.5308 1.0563 -1.3652  C4 1.536, N6 1.471, H17 1.091, H18 1.084
6 N -0.4983 0.3421 -2.6512  C5 1.471, C7 1.451, H19 1.008
7 C -1.5375 0.7149 -3.5934  N6 1.451, H20 1.084, H21 1.091, H22 1.084
8 N 1.9798 -0.2429 2.7310  C2 1.499, H23 1.009, H24 1.009
9 H -0.6796 -2.2062 1.8824  C1 1.098
10 H -0.5902 -1.0771 3.2444  C1 1.085
11 H 0.5584 -2.3576 3.0777  C1 1.092
12 H 1.5931 -1.4844 1.1788  C2 1.086
13 H 0.1501 1.2001 1.5694  C3 1.089
14 H 1.3432 0.7655 0.3982  C3 1.102
15 H -0.5519 -0.9548 -0.4931  C4 1.095
16 H -1.5718 0.2148 0.2795  C4 1.090
17 H -1.3789 1.7384 -1.2958  C5 1.091
18 H 0.4117 1.5912 -1.3249  C5 1.084
19 H -0.3032 -0.6387 -2.5276  N6 1.008
20 H -2.5108 0.3960 -3.2373  C7 1.084
21 H -1.6662 1.7980 -3.5698  C7 1.091
22 H -1.3652 0.3610 -4.6031  C7 1.084
23 H 1.5891 -0.2736 3.6610  N8 1.009
24 H 2.2895 0.6749 2.4490  N8 1.009

Properties
Orbital gap = 9.38 eV
Net charge = 0

Q: Which of them is the least stable? A: a.